No. 1
{"formula": "C24H51FN4O2PS", "method": "the ωB97M-V functional and the def2-TZVPD basis", "molar_mass_g_mol": 509.737, "orbital_gap_ev": 7.61, "energy_ev": -58600.938, "fmax_ev_per_a": 4.90, "charge": 1, "elements": ["C", "O", "C", "C", "C", "C", "C", "C", "C", "N", "C", "N", "N", "C", "C", "C", "C", "C", "P", "S", "C", "C", "C", "N", "C", "C", "C", "F", "H", "H", "H", "H", "H", "H", "H", "H", "H", "H", "H", "H", "H", "H", "H", "H", "H", "H", "H", "H", "H", "H", "H", "H", "H", "H", "H", "H", "H", "H", "H", "H", "H", "H", "H", "H", "H", "H", "H", "H", "H", "C", "C", "O", "C", "C", "H", "H", "H", "H", "H", "H", "H", "H", "H", "H"], "xyz": [[6.20, -0.14, 3.62], [6.76, 0.24, 2.35], [5.77, 0.93, 1.57], [5.64, 0.42, 0.08], [5.84, -1.14, -0.12], [4.44, -1.94, -0.23], [3.83, -1.98, 1.23], [2.50, -2.85, 1.37], [1.42, -2.63, 0.22], [0.05, -2.31, 0.63], [-1.05, -2.97, 0.04], [-1.33, -4.25, -0.07], [-1.87, -1.83, -0.46], [-1.62, -0.67, 0.49], [-1.49, 0.52, -0.56], [-2.00, 1.95, -0.12], [-1.13, 2.70, 0.96], [-1.94, 2.86, -1.45], [-3.32, -0.60, 1.33], [-3.50, 0.70, 2.76], [-0.35, -1.11, 1.39], [0.70, -0.02, 1.83], [1.59, 0.61, 0.69], [2.39, 1.60, 0.94], [-0.81, -1.85, 2.77], [-0.83, -0.96, 4.06], [-1.92, -1.57, 5.07], [0.41, -1.05, 4.76], [6.10, 0.73, 4.33], [6.91, -0.88, 4.09], [5.20, -0.64, 3.53], [6.11, 2.02, 1.51], [4.81, 0.95, 2.15], [6.45, 0.94, -0.52], [4.65, 0.70, -0.39], [6.38, -1.63, 0.75], [6.49, -1.29, -1.02], [4.74, -3.01, -0.48], [3.79, -1.46, -1.01], [4.60, -2.50, 1.88], [3.72, -0.95, 1.70], [2.13, -2.69, 2.42], [2.84, -3.93, 1.32], [1.39, -3.61, -0.36], [1.75, -1.86, -0.54], [-2.03, -4.63, -0.70], [-0.76, -4.89, 0.50], [-1.41, -1.73, -1.38], [-2.19, 0.24, -1.42], [-0.47, 0.58, -1.06], [-3.08, 1.99, 0.21], [-0.04, 2.81, 0.68], [-1.53, 3.76, 1.00], [-1.26, 2.31, 2.01], [-0.87, 3.17, -1.64], [-2.38, 2.23, -2.27], [-2.62, 3.74, -1.25], [-4.28, -0.32, 0.30], [-3.63, -1.91, 1.85], [0.28, 0.85, 2.40], [1.42, -0.53, 2.54], [1.56, 0.31, -0.40], [2.32, 1.83, 1.94], [-1.75, -2.47, 2.61], [0.00, -2.63, 2.93], [-1.04, 0.13, 3.91], [-2.27, -0.74, 5.73], [-1.36, -2.36, 5.65], [-2.76, -2.09, 4.53], [-4.27, 0.91, -6.43], [-4.48, 1.33, -4.98], [-3.93, 2.60, -4.67], [-4.45, 3.70, -5.41], [-5.94, 3.90, -5.23], [-3.20, 0.90, -6.67], [-4.68, -0.09, -6.59], [-4.76, 1.59, -7.12], [-3.97, 0.61, -4.33], [-5.54, 1.29, -4.71], [-4.19, 3.61, -6.47], [-3.93, 4.59, -5.04], [-6.52, 3.05, -5.59], [-6.28, 4.78, -5.78], [-6.19, 4.04, -4.17]], "lowdin_charge": [-0.116, -0.212, -0.236, -0.156, -0.191, -0.193, -0.205, -0.153, -0.121, -0.028, -0.231, 0.268, 0.021, -0.441, -0.148, -0.412, -0.108, -0.067, 0.454, 0.250, -0.281, -0.071, -0.227, 0.106, -0.093, -0.356, -0.050, -0.067, 0.098, 0.099, 0.072, 0.132, 0.084, 0.113, 0.098, 0.112, 0.109, 0.120, 0.097, 0.124, 0.085, 0.101, 0.119, 0.138, 0.113, 0.159, 0.157, 0.139, 0.117, 0.127, 0.097, 0.074, 0.097, 0.036, 0.091, 0.067, 0.094, 0.012, -0.003, 0.116, 0.126, 0.109, 0.068, 0.094, 0.132, 0.089, 0.088, 0.096, 0.068, -0.078, -0.288, -0.180, -0.274, -0.078, 0.083, 0.078, 0.069, 0.106, 0.106, 0.108, 0.120, 0.066, 0.081, 0.082]}

No. 2
{"formula": "C24H51N6O3SSiTi", "method": "the ωB97M-V functional and the def2-TZVPD basis", "molar_mass_g_mol": 579.731, "orbital_gap_ev": 7.70, "energy_ev": -82607.927, "relative_energy_kj_mol": 0.0, "fmax_ev_per_a": 2.65, "charge": 3, "elements": ["Ti", "C", "N", "C", "C", "N", "C", "C", "N", "C", "C", "N", "C", "N", "C", "C", "C", "N", "C", "H", "H", "H", "H", "H", "H", "H", "H", "H", "H", "H", "H", "H", "H", "H", "H", "H", "H", "H", "H", "H", "H", "H", "H", "C", "C", "C", "C", "O", "Si", "S", "O", "C", "C", "C", "C", "O", "C", "C", "C", "C", "H", "H", "H", "H", "H", "H", "H", "H", "H", "H", "H", "H", "H", "H", "H", "H", "H", "H", "H", "H", "H", "H", "H", "H", "H", "H", "H"], "xyz": [[-17.50, -1.51, 2.15], [-15.78, -0.88, -0.31], [-16.84, -0.32, -1.13], [-16.58, 0.58, -2.31], [-17.95, 1.26, -2.46], [-18.64, 0.97, -1.22], [-19.74, 1.77, -0.74], [-17.97, 0.11, -0.50], [-18.30, -0.37, 0.75], [-19.75, -0.56, 1.15], [-19.89, -0.12, 2.60], [-18.84, -0.71, 3.39], [-18.71, -0.31, 4.70], [-17.83, -0.92, 5.53], [-17.79, -2.39, 5.58], [-17.60, -0.09, 6.74], [-18.80, 0.86, 6.71], [-19.29, 0.73, 5.30], [-20.21, 1.83, 4.90], [-14.93, -1.10, -0.96], [-16.13, -1.86, -0.01], [-15.50, -0.26, 0.53], [-16.28, -0.03, -3.13], [-15.77, 1.28, -2.11], [-18.49, 0.83, -3.32], [-17.88, 2.31, -2.67], [-19.83, 2.65, -1.40], [-19.60, 2.11, 0.30], [-20.67, 1.22, -0.75], [-20.01, -1.65, 0.95], [-20.46, -0.03, 0.55], [-20.91, -0.40, 2.94], [-19.82, 0.96, 2.66], [-18.05, -2.76, 6.59], [-16.79, -2.81, 5.35], [-18.47, -2.74, 4.80], [-16.62, 0.40, 6.56], [-17.56, -0.67, 7.67], [-18.54, 1.88, 6.87], [-19.59, 0.53, 7.46], [-20.56, 2.33, 5.81], [-21.07, 1.45, 4.37], [-19.60, 2.60, 4.35], [-14.74, -0.73, 4.06], [-14.46, -2.01, 3.24], [-13.97, -3.14, 4.12], [-13.56, -1.76, 2.07], [-15.89, -2.38, 2.58], [-16.27, -3.99, 1.96], [-18.44, -3.50, 1.93], [-15.67, -4.01, 0.46], [-15.01, -4.96, -0.49], [-13.59, -5.12, -0.02], [-15.75, -6.28, -0.45], [-15.05, -4.27, -1.84], [-15.85, -5.08, 2.96], [-16.35, -6.20, 3.84], [-16.07, -7.50, 3.05], [-17.83, -6.00, 4.06], [-15.54, -6.19, 5.10], [-13.79, -0.15, 4.20], [-15.15, -1.01, 4.97], [-15.43, -0.02, 3.53], [-12.99, -2.82, 4.38], [-13.98, -4.06, 3.53], [-14.62, -3.29, 4.98], [-12.57, -1.50, 2.43], [-13.87, -0.91, 1.43], [-13.50, -2.64, 1.46], [-13.56, -5.41, 1.02], [-13.02, -4.18, -0.11], [-13.02, -5.90, -0.58], [-15.52, -6.91, 0.39], [-15.54, -6.88, -1.35], [-16.81, -6.10, -0.42], [-14.51, -3.33, -1.81], [-16.09, -3.95, -2.06], [-14.61, -4.80, -2.71], [-16.67, -7.65, 2.16], [-16.23, -8.34, 3.70], [-15.02, -7.46, 2.69], [-18.43, -5.96, 3.13], [-18.09, -5.20, 4.71], [-18.16, -6.91, 4.54], [-14.50, -6.38, 4.83], [-15.77, -6.95, 5.83], [-15.55, -5.24, 5.63]], "lowdin_charge": [0.893, -0.027, -0.042, -0.036, -0.063, -0.046, 0.013, -0.293, -0.049, -0.194, -0.202, -0.068, -0.300, -0.088, -0.008, -0.066, -0.061, -0.025, 0.016, 0.128, 0.047, 0.082, 0.130, 0.137, 0.151, 0.135, 0.126, 0.108, 0.093, 0.104, 0.090, 0.158, 0.102, 0.121, 0.075, 0.067, 0.133, 0.141, 0.126, 0.166, 0.109, 0.086, 0.122, 0.007, -0.464, 0.010, -0.004, -0.352, 0.016, 0.630, -0.160, -0.576, -0.020, -0.003, -0.017, -0.127, -0.532, -0.002, -0.039, -0.012, 0.138, 0.043, 0.098, 0.116, 0.094, 0.084, 0.123, 0.089, 0.077, 0.083, 0.094, 0.124, 0.060, 0.116, 0.095, 0.065, 0.106, 0.123, 0.085, 0.101, 0.106, 0.074, 0.066, 0.106, 0.102, 0.107, 0.079]}